Density functional theory data (ωB97M-V/def2-TZVPD) for 13 unconnected molecules or ions with the total composition C28H72F6N11O27 at a distorted geometry.

* net charge: -3
* orbital gap: 0.1668 Ha

Element x y z (Å)
C1 -1.317 -1.313 3.985
C2 -0.024 -2.038 4.137
C3 -0.163 -3.222 5.092
O1 1.187 -3.862 5.039
C4 1.173 -5.088 5.660
N1 0.527 -2.429 2.762
H1 0.588 -1.590 2.202
H2 1.380 -2.916 2.528
H3 -0.148 -2.951 2.222
H4 -1.217 -0.504 3.262
H5 -1.603 -0.912 4.958
H6 -2.161 -1.912 3.644
H7 0.713 -1.384 4.603
H8 -0.981 -3.848 4.734
H9 -0.413 -3.004 6.130
H10 0.301 -5.742 5.652
H11 1.278 -5.035 6.743
H12 2.037 -5.696 5.392
C5 -1.690 2.695 -3.607
C6 -0.893 2.092 -4.719
C7 -0.321 3.173 -5.649
O2 0.451 4.129 -4.993
C8 1.073 5.182 -5.772
N2 0.294 1.344 -4.102
H13 0.109 0.950 -3.190
H14 0.403 0.535 -4.697
H15 1.168 1.825 -3.947
H16 -1.165 3.490 -3.078
H17 -2.136 2.017 -2.880
H18 -2.472 3.279 -4.091
H19 -1.375 1.263 -5.237
H20 -1.158 3.739 -6.057
H21 0.256 2.723 -6.457
H22 0.320 5.769 -6.298
H23 1.763 4.702 -6.466
H24 1.643 5.866 -5.143
C9 3.791 2.159 4.758
C10 3.590 2.292 3.220
C11 4.563 1.598 2.376
O3 4.293 1.279 0.963
C12 4.205 2.504 0.211
N3 2.209 1.747 2.933
H25 1.713 1.855 3.806
H26 1.708 2.372 2.318
H27 2.204 0.792 2.603
H28 4.740 2.518 5.157
H29 3.810 1.101 5.019
H30 3.083 2.702 5.384
H31 3.604 3.349 2.952
H32 4.654 0.636 2.879
H33 5.559 2.033 2.461
H34 4.211 2.326 -0.865
H35 5.015 3.216 0.368
H36 3.237 2.939 0.458
C13 3.041 -2.819 -0.869
C14 3.716 -1.607 -1.454
C15 5.123 -1.384 -0.965
O4 5.744 -0.433 -1.806
C16 6.984 -0.027 -1.334
N4 3.694 -1.976 -3.000
H37 4.199 -2.823 -3.217
H38 2.743 -2.104 -3.317
H39 4.039 -1.229 -3.585
H40 2.245 -3.183 -1.519
H41 2.482 -2.522 0.018
H42 3.661 -3.694 -0.672
H43 3.060 -0.741 -1.368
H44 5.649 -2.335 -1.051
H45 5.153 -1.093 0.085
H46 7.713 -0.819 -1.166
H47 6.826 0.585 -0.445
H48 7.434 0.600 -2.104
C17 -3.561 -2.555 -0.525
C18 -3.094 -2.200 -1.963
C19 -2.966 -0.660 -2.198
O5 -2.520 -0.411 -3.520
C20 -3.506 -0.709 -4.536
N5 -1.654 -2.746 -2.160
H49 -1.327 -2.701 -3.115
H50 -1.096 -2.171 -1.546
H51 -1.481 -3.671 -1.795
H52 -3.463 -3.631 -0.381
H53 -4.648 -2.496 -0.460
H54 -3.153 -1.940 0.277
H55 -3.696 -2.638 -2.759
H56 -2.198 -0.124 -1.640
H57 -3.868 -0.161 -1.843
H58 -4.360 -0.031 -4.533
H59 -3.923 -1.716 -4.543
H60 -3.042 -0.566 -5.512
N6 3.668 1.325 -4.723
O6 4.487 1.563 -5.598
O7 3.075 0.261 -4.788
O8 3.443 2.021 -3.766
N7 3.828 -2.679 3.744
O9 3.459 -1.584 4.161
O10 3.475 -3.158 2.703
O11 4.702 -3.240 4.427
N8 0.988 -1.876 -5.223
O12 1.759 -2.740 -5.619
O13 0.769 -1.927 -4.001
O14 0.455 -0.994 -5.874
N9 0.518 1.060 6.510
O15 0.503 1.975 7.288
O16 0.146 1.284 5.359
O17 0.930 0.007 6.936
N10 -0.886 -4.685 0.535
O18 -1.320 -4.622 1.663
O19 -1.434 -5.270 -0.353
O20 -0.039 -3.911 0.223
N11 0.152 -0.434 0.030
O21 0.265 -0.207 -1.175
O22 1.013 -0.227 0.830
O23 -0.935 -0.926 0.382
C21 -5.129 0.292 3.278
O24 -5.903 -0.102 2.116
O25 -5.550 1.605 3.665
C22 -5.249 -0.862 4.382
F1 -4.561 -0.524 5.490
F2 -6.540 -1.175 4.695
F3 -4.728 -2.053 3.945
C23 -5.649 0.449 0.848
C24 -6.643 -0.185 -0.120
H61 -6.206 -0.200 -1.118
H62 -6.832 -1.251 0.001
H63 -7.618 0.295 -0.029
H64 -4.701 0.057 0.480
H65 -5.624 1.536 0.767
H66 -4.097 0.344 2.931
C25 -3.881 4.055 -0.316
O26 -2.445 3.909 -0.386
O27 -4.012 5.307 0.288
C26 -4.821 3.680 -1.511
F4 -4.720 4.581 -2.484
F5 -4.484 2.481 -1.966
F6 -6.139 3.460 -1.253
C27 -1.887 2.717 0.198
C28 -0.465 3.141 0.574
H67 0.041 3.429 -0.348
H68 -0.477 3.995 1.251
H69 0.093 2.389 1.132
H70 -1.754 1.939 -0.553
H71 -2.445 2.261 1.016
H72 -4.159 3.404 0.513

Mulliken population analysis, charges in e, atoms 1 to 6: C -1.8022; C 1.1472; C -1.3432; O -0.2191; C -0.9987; N 1.5367